Computed, not measured: the molecule C7H12N2O5S in a non-equilibrium geometry, with wB97M-V/def2-TZVPD.

The calculation puts the calculated total energy at -31507.115 eV. Its SMILES is N[C@@H](CC(=O)O)C(=O)N[C@@H](CS)C(=O)O. The value obtained for the strongest force on any atom is 3.34 eV/A. For the HOMO-LUMO gap, the calculation gives 10.02 eV. Its energy relative to the best compared isomer or geometry (same formula, charge and spin) is 97.5 kJ/mol.

Geometry as XYZ:
```
27
Properties=species:S:1:pos:R:3:mulliken_charge:R:1
N 2.68 1.94 -1.01 -0.728
C 1.67 0.91 -0.93 -0.031
C 2.43 -0.42 -0.94 -0.771
C 1.76 -1.45 -1.87 0.470
O 1.82 -1.49 -3.09 -0.571
O 0.95 -2.28 -1.20 -0.466
C 0.64 1.16 0.19 0.655
O 0.66 2.22 0.80 -0.705
N -0.23 0.19 0.53 0.224
C -1.39 0.36 1.37 -0.173
C -2.66 0.57 0.55 -0.903
S -2.93 -0.94 -0.55 -0.232
C -1.39 -0.64 2.55 0.457
O -0.52 -0.58 3.38 -0.535
O -2.34 -1.60 2.60 -0.475
H 3.30 1.86 -0.20 0.260
H 2.21 2.79 -0.88 0.329
H 1.07 1.03 -1.76 0.393
H 2.64 -0.86 0.06 0.321
H 3.41 -0.33 -1.43 0.354
H 0.59 -2.93 -1.83 0.327
H -0.08 -0.69 -0.02 0.139
H -1.20 1.33 1.90 0.305
H -3.54 0.70 1.19 0.422
H -2.58 1.42 -0.10 0.452
H -4.03 -0.56 -1.10 0.145
H -2.93 -1.72 1.80 0.335
```

=====

Computed, not measured: C22H26N4Pd as an isolated structure, with wB97M-V/def2-TZVPD.

The calculation puts the calculated total energy at -32671.642 eV. The value obtained for the strongest force on any atom is 0.25 eV/A. As for the total charge: -2. For the HOMO-LUMO gap, the calculation gives 4.20 eV.

Geometry as XYZ:
```
53
Properties=species:S:1:pos:R:3:mulliken_charge:R:1
Pd -0.34 -1.72 -0.87 0.084
C 1.36 -0.36 -3.11 -0.531
C 1.40 1.12 -2.70 -0.517
C 1.00 1.49 -1.26 -1.427
N -0.18 0.84 -0.77 -0.064
C -1.38 1.25 -0.99 0.698
C -1.75 2.40 -1.79 -0.692
C -2.82 3.25 -1.64 -0.411
C -3.85 3.23 -0.68 -0.473
C -4.08 2.23 0.26 -0.583
C -3.50 0.99 0.41 -0.478
C -2.44 0.37 -0.36 0.912
N -2.25 -0.91 -0.47 -0.568
C -3.11 -1.83 0.25 -1.115
C -2.56 -2.24 1.66 -0.953
C -1.37 -1.44 2.20 -0.494
N -0.11 -1.86 1.61 -0.695
C 0.92 -1.12 1.75 1.649
C 0.96 0.12 2.53 -1.046
C 1.95 0.57 3.35 -0.246
C 3.25 0.04 3.53 -0.658
C 3.88 -0.80 2.63 -0.247
C 3.44 -1.32 1.41 -0.391
C 2.12 -1.39 0.87 0.135
N 1.85 -1.64 -0.39 -0.338
C 2.94 -1.46 -1.31 -1.054
C 2.54 -1.28 -2.77 -0.971
H 0.46 -0.85 -2.70 0.014
H 1.25 -0.39 -4.20 0.401
H 2.40 1.53 -2.89 0.417
H 0.72 1.64 -3.38 0.347
H 1.81 1.21 -0.58 0.342
H 0.91 2.59 -1.22 0.548
H -1.04 2.67 -2.56 0.080
H -2.84 4.09 -2.33 0.274
H -4.52 4.09 -0.67 0.269
H -4.88 2.43 0.96 0.254
H -3.90 0.38 1.21 0.283
H -4.13 -1.44 0.35 0.492
H -3.16 -2.73 -0.36 0.347
H -3.38 -2.14 2.38 0.395
H -2.26 -3.29 1.63 0.477
H -1.56 -0.37 2.04 -0.006
H -1.33 -1.59 3.29 0.458
H 0.04 0.70 2.50 0.407
H 1.70 1.44 3.94 0.337
H 3.84 0.42 4.36 0.247
H 4.92 -1.02 2.86 0.254
H 4.21 -1.79 0.81 0.197
H 3.53 -0.58 -1.00 0.557
H 3.65 -2.31 -1.27 0.349
H 3.44 -0.95 -3.31 0.365
H 2.28 -2.27 -3.18 0.366
```

=====

Computed, not measured: C18H27BrInNO4P2 as an isolated structure in a non-equilibrium geometry, with wB97M-V/def2-TZVPD.

The calculation puts the calculated total energy at -122565.923 eV. The value obtained for the strongest force on any atom is 1.69 eV/A. As for the total charge: +2. For the HOMO-LUMO gap, the calculation gives 6.66 eV. Its energy relative to the best compared isomer or geometry (same formula, charge and spin) is 0.0 kJ/mol.

Geometry as XYZ:
```
54
Properties=species:S:1:pos:R:3:mulliken_charge:R:1
In -0.24 0.37 0.40 1.292
P 1.65 1.19 -1.13 0.417
C 2.22 -0.10 -2.31 -0.695
C 2.01 -1.50 -1.82 0.460
N 1.01 -1.71 -0.96 0.200
C 0.63 -2.96 -0.65 0.437
C 1.31 -4.07 -1.14 -0.940
C 2.36 -3.87 -2.03 -0.568
C 2.71 -2.58 -2.39 -0.872
C -0.56 -3.14 0.29 -1.122
P -1.71 -1.70 0.26 0.650
H 3.47 -2.35 -3.13 0.501
H 0.98 -5.05 -0.80 0.515
H 2.90 -4.72 -2.44 0.453
H -1.14 -4.03 0.01 0.622
H -0.23 -3.26 1.34 0.438
H 1.56 0.04 -3.17 -0.001
H 3.25 0.06 -2.69 0.690
H -0.45 0.31 -4.01 0.423
O 0.11 -0.32 -4.50 -0.652
H 0.50 0.23 -5.21 0.338
H -1.57 0.82 -1.99 0.204
O -1.86 1.00 -2.91 -0.698
H -2.49 0.28 -3.11 0.326
C -2.79 -2.06 -1.16 -1.265
H -3.26 -3.04 -1.00 0.430
H -3.56 -1.28 -1.23 0.394
H -2.20 -2.07 -2.09 0.348
C -2.73 -1.90 1.76 -1.246
H -3.52 -1.12 1.75 0.423
H -3.19 -2.91 1.77 0.436
H -2.10 -1.76 2.65 0.376
C 3.02 1.50 0.03 -1.253
H 3.88 1.89 -0.52 0.490
H 2.66 2.22 0.79 0.390
H 3.27 0.56 0.55 0.305
C 1.50 2.70 -2.14 -1.172
H 1.32 3.54 -1.45 0.431
H 2.42 2.87 -2.72 0.432
H 0.64 2.62 -2.83 0.377
Br 2.98 0.43 3.89 -0.140
C 1.62 1.46 4.73 0.037
C 1.84 1.98 6.00 -0.507
C 0.89 2.85 6.57 -0.487
C -0.30 3.18 5.91 -0.667
C -0.55 2.64 4.66 -0.454
C 0.39 1.77 4.09 0.546
C 0.09 1.29 2.75 1.052
O -0.66 1.95 1.94 -0.802
O 0.63 0.17 2.37 -0.578
H 2.76 1.72 6.52 0.435
H 1.10 3.25 7.55 0.406
H -1.03 3.86 6.36 0.418
H -1.45 2.87 4.09 0.428
```

=====

Computed, not measured: a 5-piece molecular cluster, C15H42N8O7 overall in a non-equilibrium geometry, with wB97M-V/def2-TZVPD.

The calculation puts the calculated total energy at -42486.654 eV. Its SMILES is COCCNCCOC.COCCNCCOC.NC(N)=O.NC(N)=O.NC(N)=O. The value obtained for the strongest force on any atom is 6.11 eV/A. For the HOMO-LUMO gap, the calculation gives 8.90 eV. Its energy relative to the best compared isomer or geometry (same formula, charge and spin) is 397.2 kJ/mol.

Geometry as XYZ:
```
72
Properties=species:S:1:pos:R:3:mulliken_charge:R:1
C -3.01 -2.36 10.41 -0.813
O -3.78 -1.27 10.91 -0.251
C -5.05 -1.67 11.59 -0.571
C -4.89 -1.50 13.09 -0.834
N -4.37 -0.18 13.45 0.099
C -3.34 -0.27 14.51 -1.198
C -2.00 -1.02 14.10 -0.579
O -1.18 -0.27 13.28 -0.253
C 0.04 -0.89 12.78 -1.028
H -2.68 -3.08 11.15 0.352
H -2.08 -1.87 10.12 0.188
H -3.48 -2.86 9.56 0.320
H -5.30 -2.72 11.49 0.415
H -5.81 -1.00 11.20 0.313
H -4.46 -2.44 13.42 0.380
H -5.88 -1.32 13.50 0.360
H -3.79 0.02 12.64 0.051
H -3.83 -0.73 15.37 0.538
H -3.03 0.72 14.84 0.182
H -2.25 -1.94 13.56 0.315
H -1.40 -1.13 15.00 0.552
H 0.66 -1.20 13.62 0.369
H 0.67 -0.27 12.15 0.297
H -0.23 -1.83 12.30 0.306
C 0.55 2.27 15.58 -0.800
O 0.11 3.12 14.47 -0.153
C 0.40 4.43 14.71 -0.843
C -0.75 5.19 15.44 -0.808
N -1.75 5.64 14.47 -0.544
C -2.99 6.17 15.07 -0.743
C -3.93 6.75 13.96 -0.760
O -4.97 5.90 13.43 -0.230
C -5.74 6.41 12.30 -0.841
H 0.05 1.31 15.63 0.127
H 0.32 2.59 16.59 0.391
H 1.61 2.04 15.47 0.342
H 0.59 4.80 13.70 0.396
H 1.36 4.49 15.23 0.455
H -0.30 6.04 15.95 0.444
H -1.34 4.61 16.15 0.461
H -1.28 6.42 14.02 0.210
H -2.57 6.88 15.78 0.486
H -3.52 5.37 15.58 0.372
H -3.50 7.21 13.06 0.480
H -4.59 7.41 14.52 0.343
H -5.06 6.56 11.46 0.317
H -6.16 7.40 12.49 0.377
H -6.49 5.73 11.90 0.268
N -1.03 1.08 8.67 -0.321
C -1.11 2.01 7.75 0.505
N -2.23 2.61 7.75 -0.347
O -0.43 2.11 6.74 -0.734
H -0.16 0.56 8.62 0.200
H -1.51 1.19 9.55 0.372
H -2.89 2.43 8.49 0.233
H -2.30 3.32 7.05 0.211
N -7.11 1.25 13.39 -0.407
C -6.86 2.48 12.88 0.414
N -5.56 2.76 13.06 -0.225
O -7.62 3.22 12.37 -0.636
H -6.34 0.66 13.66 0.392
H -8.10 1.06 13.26 0.194
H -4.97 1.95 13.07 0.321
H -5.27 3.68 12.76 0.104
N -2.81 4.23 12.22 0.075
C -2.40 3.04 12.04 0.312
N -2.06 2.35 13.09 0.601
O -2.42 2.47 10.96 -0.713
H -2.38 4.63 13.04 0.194
H -3.13 4.72 11.39 0.208
H -1.80 2.73 13.99 -0.064
H -1.51 1.53 12.90 -0.147
```

=====

Computed, not measured: the molecule C21H24N6O3 in a non-equilibrium geometry, with wB97M-V/def2-TZVPD.

The calculation puts the calculated total energy at -37249.927 eV. Its SMILES is CCCC(=O)Nc1ccccc1-c1nnn(CC(=O)Nc2ccc(OCC)cc2)n1. The value obtained for the strongest force on any atom is 1.14 eV/A. For the HOMO-LUMO gap, the calculation gives 8.50 eV. Its energy relative to the best compared isomer or geometry (same formula, charge and spin) is 254.9 kJ/mol.

Geometry as XYZ:
```
54
Properties=species:S:1:pos:R:3:mulliken_charge:R:1
C 4.47 2.61 -1.28 -0.788
C 5.13 3.15 -0.01 -0.412
C 4.67 2.42 1.26 -0.766
C 5.15 0.98 1.26 0.497
O 6.24 0.66 1.68 -0.653
N 4.24 0.12 0.71 -0.090
C 4.34 -1.24 0.49 0.269
C 5.42 -1.99 0.95 -0.594
C 5.48 -3.35 0.72 -0.521
C 4.47 -4.00 0.03 -0.666
C 3.39 -3.28 -0.43 -0.822
C 3.31 -1.90 -0.21 0.481
C 2.15 -1.21 -0.73 0.565
N 1.17 -1.84 -1.42 -0.573
N 0.31 -0.95 -1.76 -0.659
N 0.73 0.20 -1.29 0.875
C 0.02 1.43 -1.44 -0.728
C -1.35 1.42 -0.71 0.770
O -1.69 2.39 -0.06 -0.659
N -2.04 0.29 -0.93 -0.029
C -3.31 -0.06 -0.44 0.422
C -4.11 0.79 0.31 -0.892
C -5.35 0.39 0.75 -0.178
C -5.83 -0.88 0.44 0.625
O -7.03 -1.40 0.83 -0.459
C -7.96 -0.59 1.52 -0.435
C -8.69 0.38 0.60 -1.037
C -5.03 -1.74 -0.31 -0.687
C -3.79 -1.34 -0.75 -0.594
N 1.88 0.09 -0.64 -0.603
H 3.39 2.65 -1.20 -0.037
H 4.78 3.20 -2.14 0.400
H 4.77 1.58 -1.46 0.300
H 6.21 3.05 -0.10 0.307
H 4.89 4.21 0.09 0.342
H 3.58 2.47 1.34 0.316
H 5.11 2.92 2.12 0.366
H 3.38 0.53 0.36 0.469
H 6.21 -1.49 1.48 0.553
H 6.33 -3.91 1.09 0.408
H 4.52 -5.06 -0.14 0.401
H 2.58 -3.75 -0.97 0.504
H -0.17 1.61 -2.50 0.237
H 0.63 2.24 -1.03 0.301
H -1.58 -0.43 -1.47 0.214
H -3.75 1.78 0.55 0.493
H -5.94 1.08 1.33 0.356
H -7.47 -0.05 2.34 0.339
H -8.67 -1.30 1.94 0.312
H -9.43 0.94 1.16 0.352
H -7.99 1.08 0.14 0.342
H -9.19 -0.17 -0.19 0.303
H -5.40 -2.73 -0.54 0.415
H -3.17 -2.01 -1.33 0.353
```

=====

Which formula does entry 3 have? C18H27BrInNO4P2